# 1
One molecule with the formula C23H33N5O2. Source: the OMol25 dataset; level of theory: ωB97M-V/def2-TZVPD.

```
63
Properties=species:S:1:pos:R:3:forces:R:3
C -3.217 2.474 -1.669 -0.11 0.19 0.08
C -3.354 3.768 -0.875 0.19 -0.07 0.10
C -2.002 4.365 -0.483 -0.16 0.09 -0.22
C -1.284 5.014 -1.667 -0.16 -0.21 0.07
N 0.049 5.443 -1.305 -0.21 0.20 0.10
C 1.156 4.824 -1.758 0.10 0.51 0.38
O 1.114 3.941 -2.597 0.01 -0.29 -0.38
C 2.451 5.350 -1.157 0.22 -0.21 -0.19
C 3.654 4.450 -1.460 -0.06 0.04 0.17
C 3.615 3.179 -0.610 0.09 0.35 -0.42
O 4.272 3.067 0.404 0.13 -0.02 0.29
N 2.772 2.248 -1.115 -0.23 -0.08 -0.38
C 2.411 1.001 -0.597 -0.25 -0.29 0.05
C 3.094 0.401 0.477 0.13 -0.05 0.15
C 2.711 -0.829 0.931 -0.08 0.11 -0.16
C 1.634 -1.522 0.342 -0.18 0.47 -0.46
N 1.307 -2.729 0.836 -0.37 -0.56 0.17
C 0.305 -3.401 0.304 0.61 0.50 0.02
N 0.081 -4.662 0.789 0.03 -0.36 0.03
C 0.835 -5.099 1.945 0.25 0.09 0.35
C 0.062 -4.808 3.231 0.19 -0.14 -0.18
N -1.231 -5.472 3.183 -0.02 0.03 -0.02
C -1.966 -5.312 4.417 0.02 0.00 -0.06
C -1.989 -5.007 2.037 0.04 -0.20 -0.22
C -1.208 -5.310 0.753 -0.42 0.11 0.06
C -0.444 -2.876 -0.786 -0.10 0.23 -0.14
C -0.141 -1.651 -1.308 -0.09 -0.25 0.13
C -0.917 -1.098 -2.464 0.04 -0.08 0.06
C 0.938 -0.915 -0.738 0.29 -0.25 0.41
C 1.349 0.348 -1.187 0.19 0.20 0.07
H -2.670 1.735 -1.087 0.07 -0.12 0.02
H -4.198 2.068 -1.903 -0.05 -0.10 -0.07
H -2.687 2.640 -2.603 0.07 -0.07 -0.13
H -3.917 4.500 -1.458 -0.10 0.05 0.04
H -3.922 3.562 0.034 -0.07 0.08 -0.03
H -1.366 3.579 -0.070 0.06 0.01 0.05
H -2.151 5.119 0.295 0.07 -0.01 0.07
H -1.856 5.873 -2.031 0.00 -0.10 -0.04
H -1.161 4.299 -2.482 -0.07 0.14 0.03
H 0.131 6.135 -0.577 0.15 -0.08 -0.05
H 2.334 5.458 -0.076 -0.02 0.09 -0.01
H 2.628 6.344 -1.577 -0.05 -0.01 0.06
H 4.572 4.983 -1.213 -0.05 -0.12 0.00
H 3.659 4.194 -2.520 0.02 0.05 0.01
H 2.226 2.539 -1.924 0.21 0.09 0.17
H 3.917 0.928 0.932 0.03 0.01 0.02
H 3.227 -1.304 1.751 0.05 -0.05 0.08
H 1.788 -4.571 1.950 -0.08 -0.19 0.05
H 0.998 -6.176 1.854 0.01 0.03 0.04
H 0.616 -5.193 4.090 0.02 0.05 0.01
H -0.046 -3.715 3.343 0.00 -0.03 0.03
H -2.198 -4.258 4.643 -0.01 0.02 0.01
H -2.901 -5.867 4.350 -0.06 0.00 0.07
H -1.376 -5.720 5.237 -0.03 0.00 0.09
H -2.948 -5.532 2.017 -0.01 0.05 -0.01
H -2.186 -3.919 2.090 -0.02 -0.04 0.01
H -1.786 -5.000 -0.115 0.04 -0.06 0.01
H -1.037 -6.390 0.692 -0.09 0.06 -0.04
H -1.246 -3.451 -1.224 -0.05 -0.01 -0.05
H -0.259 -0.934 -3.316 0.00 0.06 -0.09
H -1.705 -1.786 -2.761 -0.04 0.00 -0.03
H -1.370 -0.143 -2.201 -0.04 0.09 -0.04
H 0.834 0.823 -2.009 -0.07 0.07 -0.11
```
Positions in Å, forces in eV/Å.

Values from the calculation:
- energy above the lowest of the compared OMol25 structures with the same formula, charge and spin (kcal/mol) = 1.2
- F_max (eV/Å) = 0.791
- energy (eV) = -35934.2565
- 2S+1 = 1
- total charge = 0
- Kohn-Sham gap (hartree) = 0.2871
- lowest unoccupied orbital energy (eV) = 0.668



# 2
A 3-piece molecular cluster, C23H33N5O7PS overall. Source: the OMol25 dataset; level of theory: ωB97M-V/def2-TZVPD.

```
70
Properties=species:S:1:pos:R:3:forces:R:3
C 3.207 -5.056 0.272 -0.12 -0.02 0.19
C 3.553 -3.830 1.069 -0.16 -0.19 0.22
N 3.244 -3.665 2.281 -0.09 0.25 0.19
C 4.311 -2.675 0.445 -0.28 -0.15 -0.53
C 3.413 -1.883 -0.450 -0.02 0.22 -0.05
N 3.172 -2.346 -1.688 -0.17 0.35 0.21
C 2.382 -1.775 -2.622 -0.15 0.48 -0.24
C 2.288 -2.534 -3.904 0.33 -0.63 -0.02
C 1.239 -3.665 -3.850 0.31 0.55 0.31
C -0.220 -3.228 -3.733 -0.04 -0.76 -0.12
C -0.764 -3.382 -2.327 0.15 0.74 -0.04
O -2.176 -3.481 -2.408 0.27 -0.06 -0.12
C -2.822 -3.712 -1.229 0.25 0.55 0.03
C -2.513 -2.798 -0.083 0.02 -0.09 0.18
O -3.621 -4.577 -1.158 -0.92 -0.89 -0.07
C 1.759 -0.573 -2.285 0.15 -0.05 0.97
P 0.731 0.304 -3.490 -0.12 0.02 -0.89
O 1.005 -0.076 -4.871 0.28 -0.19 -0.01
O -0.748 0.070 -2.999 0.06 0.32 0.18
O 0.954 1.853 -3.209 0.29 -0.19 0.55
C 1.983 -0.032 -0.992 0.10 -0.70 -0.34
C 1.372 1.263 -0.518 -0.10 -0.66 -0.34
O 2.067 2.112 -0.089 0.77 1.09 0.39
O 0.026 1.357 -0.540 -0.67 -0.05 -0.08
S -0.641 0.749 0.900 0.00 -0.09 0.37
C 2.820 -0.678 -0.054 -0.18 -0.03 -0.04
N 3.112 -0.203 1.222 -0.76 -0.38 -0.10
H 2.424 -5.600 0.787 -0.13 -0.14 0.10
H 4.056 -5.728 0.189 0.27 -0.01 -0.13
H 2.824 -4.847 -0.721 0.05 0.12 -0.27
H 2.730 -4.459 2.657 -0.05 -0.06 0.06
H 5.165 -3.015 -0.138 0.20 -0.10 0.04
H 4.625 -2.048 1.262 0.40 0.17 0.07
H 3.641 -3.201 -1.958 0.06 -0.08 -0.05
H 3.247 -3.040 -4.030 0.22 0.05 -0.09
H 2.170 -1.887 -4.761 -0.26 0.22 0.00
H 1.512 -4.278 -2.990 -0.11 -0.30 0.11
H 1.405 -4.292 -4.717 -0.07 -0.04 -0.26
H -0.381 -2.233 -4.122 -0.03 0.27 -0.06
H -0.810 -3.893 -4.355 -0.16 -0.06 -0.12
H -0.473 -2.523 -1.712 -0.01 0.08 0.09
H -0.348 -4.272 -1.856 -0.04 -0.29 0.02
H -2.651 -1.757 -0.352 0.18 0.19 -0.18
H -3.198 -3.042 0.715 -0.11 -0.07 0.20
H -1.499 -2.970 0.263 0.19 0.17 0.11
H -1.301 0.785 -3.353 -0.35 -0.17 0.10
H 1.839 2.113 -3.505 -0.11 0.35 -0.18
H -1.920 0.790 0.505 0.03 0.02 -0.28
H 2.562 0.597 1.502 0.24 0.26 -0.12
H 2.978 -0.927 1.922 0.34 -0.05 0.07
N -3.104 2.959 2.742 0.04 0.04 -0.04
C -3.574 1.880 3.446 0.05 0.00 -0.07
C -4.899 2.096 3.704 -0.04 -0.01 -0.03
C -5.244 3.353 3.135 -0.01 -0.01 0.02
C -4.118 3.863 2.552 0.04 -0.12 -0.03
H -2.160 3.067 2.419 0.02 -0.04 -0.04
H -2.928 1.058 3.704 0.01 0.02 0.07
H -5.552 1.430 4.242 -0.01 0.00 0.01
H -6.211 3.826 3.154 -0.01 0.01 0.01
H -3.952 4.780 2.013 -0.02 0.00 -0.05
N -1.632 6.264 3.216 0.04 0.09 -0.05
C -2.728 7.082 3.300 0.05 0.02 0.00
C -2.281 8.355 3.521 0.01 0.02 -0.01
C -0.861 8.306 3.573 -0.01 0.02 0.00
C -0.491 7.003 3.381 -0.02 -0.05 -0.01
H -1.661 5.276 3.065 -0.05 -0.05 0.10
H -3.723 6.690 3.197 -0.04 0.02 0.06
H -2.902 9.227 3.636 -0.01 0.01 0.00
H -0.190 9.133 3.734 0.00 0.01 0.00
H 0.481 6.541 3.349 0.01 0.01 0.01
```
Positions in Å, forces in eV/Å.

Values from the calculation:
- F_max (eV/Å) = 1.395
- energy (eV) = -66288.1535
- 2S+1 = 1
- total charge = +1
- Kohn-Sham gap (hartree) = 0.1773
- lowest unoccupied orbital energy (eV) = -4.874



# 3
C23H34Br3NNbO8S as an isolated structure. Source: the OMol25 dataset; level of theory: ωB97M-V/def2-TZVPD.

```
71
Properties=species:S:1:pos:R:3:forces:R:3
C 3.557 -4.520 1.533 -0.29 -0.72 0.54
C 2.696 -5.350 0.915 0.17 0.43 -0.42
Nb 0.467 -5.079 0.955 2.89 -0.50 0.72
C 0.573 -2.845 1.155 -0.64 0.20 -0.14
C 0.016 -1.946 0.001 -0.05 0.67 0.95
C -1.470 -2.213 -0.401 0.86 1.37 -0.85
S -2.125 -0.581 -1.047 -0.10 -0.23 -0.04
C 0.313 -5.104 -1.316 -0.47 -0.13 -1.08
C 1.315 -4.299 -2.100 -1.41 -0.78 0.63
O 2.482 -4.264 -2.021 1.02 0.06 0.00
Br 0.528 -3.151 -3.575 -0.24 0.12 -0.06
N 0.396 -5.247 3.116 0.32 0.43 -0.22
C 1.103 -4.476 3.715 -1.71 -1.17 -1.00
O 1.728 -3.682 4.295 1.22 1.05 1.04
C 0.136 -7.389 0.854 -1.09 -0.69 0.06
Br 1.564 -8.594 0.197 -0.35 0.68 0.10
C -1.028 -7.971 1.215 0.96 0.61 -0.32
C -2.236 -7.187 1.750 -0.39 -1.56 0.52
Br -1.227 -9.915 1.101 -0.54 0.40 0.23
H 3.855 -4.789 2.573 -0.05 0.66 -0.46
H 4.025 -3.618 1.086 -0.47 -0.25 0.26
H 3.110 -6.195 0.322 -1.34 0.21 0.02
H -1.348 -4.920 0.975 0.56 0.16 -0.26
H 1.630 -2.566 1.384 -0.55 -0.10 -0.19
H -0.006 -2.546 2.064 0.36 -0.28 -0.45
H -0.001 -0.907 0.413 0.05 -0.55 -0.31
H 0.690 -1.849 -0.877 -0.56 -0.49 0.32
H -1.588 -2.899 -1.253 0.06 -0.11 0.78
H -2.112 -2.441 0.465 0.37 -0.16 -0.46
H -1.092 -0.202 -1.852 -0.46 -0.44 0.48
H 0.466 -6.166 -1.634 0.25 0.58 0.37
H -0.735 -4.896 -1.610 0.74 0.13 -0.01
H -1.954 -6.579 2.630 -0.03 -0.03 -0.74
H -2.960 -7.943 2.129 0.33 0.47 -0.23
H -2.753 -6.613 0.966 0.44 -0.07 0.39
O -3.598 2.621 -3.226 0.28 -0.07 0.05
C -2.805 3.219 -2.555 -0.41 -0.22 0.02
O -1.785 2.629 -1.889 -0.26 0.20 -0.35
C -1.091 3.607 -1.096 0.29 -0.04 0.29
C -1.408 4.941 -1.742 0.05 0.38 -0.02
C -2.808 4.709 -2.285 0.52 0.20 -0.05
H -1.456 3.544 -0.071 -0.02 0.01 -0.06
H -0.024 3.390 -1.104 -0.10 -0.24 -0.09
H -1.334 5.780 -1.052 0.04 -0.11 0.06
H -0.719 5.125 -2.571 -0.01 -0.04 0.03
H -3.576 4.932 -1.542 -0.06 -0.03 -0.08
H -2.988 5.270 -3.200 -0.31 -0.11 0.04
O -1.683 5.366 1.463 0.21 0.37 -0.11
C -1.719 6.495 1.857 -0.10 -0.56 0.26
O -0.792 7.435 1.532 -0.12 -0.12 -0.06
C -1.059 8.648 2.251 0.04 0.28 0.06
C -2.528 8.577 2.623 -0.26 0.14 0.17
C -2.743 7.082 2.804 -0.11 0.54 -0.20
H -0.409 8.682 3.129 -0.01 -0.03 -0.02
H -0.835 9.503 1.615 0.14 -0.16 -0.08
H -2.779 9.169 3.502 0.08 0.00 -0.03
H -3.139 8.937 1.791 0.05 0.01 0.03
H -2.512 6.756 3.819 -0.05 -0.12 -0.05
H -3.749 6.778 2.525 0.10 -0.28 0.13
O 0.788 0.588 -2.217 0.19 0.62 -0.09
C 1.899 1.022 -2.188 -0.24 -0.70 -0.17
O 2.204 2.336 -2.397 -0.07 -0.01 0.09
C 3.629 2.503 -2.403 0.20 0.13 0.01
C 4.176 1.310 -1.640 0.27 -0.17 0.10
C 3.162 0.224 -1.968 0.37 0.36 0.33
H 3.972 2.525 -3.442 -0.02 -0.02 0.01
H 3.885 3.450 -1.928 -0.20 0.04 -0.08
H 5.200 1.056 -1.916 -0.03 0.07 -0.04
H 4.158 1.517 -0.568 0.01 0.02 -0.05
H 3.411 -0.305 -2.890 -0.13 -0.11 0.05
H 3.040 -0.480 -1.148 -0.19 -0.17 -0.24
```
Positions in Å, forces in eV/Å.

Values from the calculation:
- F_max (eV/Å) = 3.019
- energy (eV) = -264781.1197
- 2S+1 = 1
- total charge = -1
- Kohn-Sham gap (hartree) = 0.2296
- lowest unoccupied orbital energy (eV) = 1.596